Record 1
ORCA calculation (wB97M-V/def2-TZVPD) on an isolated molecule of F4NP.

Each line ends with the natural charge from an NBO analysis.
Cartesian coordinates (Å):
P1 0.3830 -0.8240 0.5309  1.5601
F1 1.2139 -1.2766 -0.7621  -0.5590
F2 0.7428 1.7450 0.3153  -0.1919
F3 -1.3935 1.0801 0.1095  -0.2731
F4 -0.9855 -1.4651 0.0359  -0.5525
N1 0.0393 0.7406 -0.2294  0.0163

Output
SMILES string	FN(F)P(F)F
total charge	0

=====

Record 2
ORCA calculation (wB97M-V/def2-TZVPD) on C8H9N2O2 as an isolated structure.

Each line ends with the natural charge from an NBO analysis.
Cartesian coordinates (Å):
O1 2.9821 -1.6629 0.0668  -0.5679
O2 0.5716 -2.0442 0.1940  -0.4641
N1 1.8618 -1.1400 -0.0126  0.2271
N2 -1.4511 -1.5951 -1.4905  -1.0341
C1 -0.5199 -1.2390 0.1669  0.4958
C2 -0.0794 2.5302 0.1209  -0.3578
C3 -1.7426 -1.6024 1.0553  -0.6612
C4 -0.7400 1.3466 0.2716  -0.1563
C5 2.0608 1.3344 -0.0451  -0.2937
C6 1.3369 2.5334 0.0004  -0.1917
C7 -0.0657 0.1068 0.2743  -0.2284
C8 1.3610 0.1020 0.2118  0.1152
H1 -0.6222 3.4521 -0.2138  0.1954
H2 1.9027 3.4810 -0.2381  0.1938
H3 -0.8374 -2.4449 -1.8583  0.3300
H4 3.1352 1.3702 -0.3023  0.2157
H5 -1.2188 -0.8718 -2.1596  0.3248
H6 -1.9543 -0.6858 1.6243  0.2023
H7 -1.8084 1.2788 0.4464  0.1988
H8 -2.5830 -1.7553 0.3611  0.2450
H9 -1.5895 -2.4942 1.5265  0.2114

Output
total charge	-1

=====

Record 3
ORCA calculation (wB97M-V/def2-TZVPD) on an isolated molecule of C5H8O.

Each line ends with the natural charge from an NBO analysis.
Cartesian coordinates (Å):
O1 1.5399 0.2913 -2.1669  -0.7111
C1 -2.2131 -1.3942 1.1686  -0.6916
C2 0.6577 1.0366 -0.0503  -0.4913
C3 1.8779 0.8646 -0.9242  -0.0522
C4 -1.0580 -0.6088 0.8420  0.0334
C5 -0.1382 -0.1567 0.2009  -0.0830
H1 0.9877 -0.4784 -1.9665  0.4682
H2 -1.7694 -2.2818 0.7148  0.2616
H3 2.2970 1.8539 -1.1252  0.1798
H4 -2.4193 -1.6536 2.2057  0.2338
H5 0.9172 1.4019 0.9474  0.2326
H6 2.6344 0.2669 -0.3925  0.1558
H7 -3.1114 -0.9755 0.6888  0.2366
H8 -0.0386 1.7460 -0.5069  0.2275

Output
SMILES string	CC#CCCO
total charge	0

=====

Record 4
ORCA calculation (wB97M-V/def2-TZVPD) on C31H36Cl2N2O9PW as an isolated structure.

Each line ends with the Mulliken charge.
Cartesian coordinates (Å):
W1 0.0735 0.0226 -0.1013  0.3762
Cl1 -2.8643 1.0151 -0.8618  0.0201
Cl2 -1.0037 2.7719 -2.0804  0.0078
P1 -0.9032 -1.5257 -2.0198  0.0253
O1 -1.1803 -0.5189 -3.2109  0.2665
O2 1.7434 1.7558 0.3831  -0.5981
O3 -1.4172 -0.7710 0.6926  -0.1150
O4 -1.8475 -2.7375 -2.4141  -0.2210
O5 0.6363 -2.0949 -2.1268  0.0291
O6 0.7155 0.6182 -1.6808  1.7568
O7 -1.2203 7.0346 0.5736  -0.4734
O8 0.7818 7.9902 0.0050  -0.4122
O9 -0.4062 1.8359 0.6070  -0.8711
N1 2.1029 -0.9786 -0.0574  0.2252
N2 0.6106 -0.4717 2.1283  -0.3216
C1 -2.6831 2.6436 -1.5528  -0.6193
C2 0.9530 6.6870 0.1151  0.9647
C3 -1.0565 -1.4727 -5.4864  -1.0285
C4 2.5141 -1.5687 1.2197  -0.7265
C5 2.0512 -0.6151 2.3308  -0.9579
C6 -2.0378 -3.9350 -1.6178  -0.0510
C7 2.0023 4.5720 0.0837  -0.7420
C8 1.7255 1.3457 -3.7330  -0.9924
C9 -3.6535 -1.5908 4.0964  -0.8064
C10 2.9080 -0.1325 -2.1954  0.8826
C11 2.7963 1.2705 -4.6107  -0.7302
C12 1.1882 -3.0835 -3.0549  -0.1551
C13 2.1082 5.9377 -0.0685  -1.1795
C14 -4.2463 -1.6636 2.8376  -0.8222
C15 -0.3903 4.7287 0.6447  -0.7616
C16 1.7519 0.6230 -2.5440  0.7174
C17 -1.8976 -0.7239 -4.4783  -0.3380
C18 -2.4589 -5.0528 -2.5535  -1.3345
C19 -2.3310 -1.2281 4.2179  -0.8809
C20 -3.5136 -1.3899 1.6926  -0.6524
C21 3.9787 -0.1799 -3.1132  -0.8966
C22 3.0406 -0.7940 -0.9419  -0.6768
C23 -0.5769 8.2692 0.3011  -0.2564
C24 -2.1810 -1.0007 1.7956  0.3706
C25 2.3508 -3.7670 -2.3627  -1.1854
C26 0.7814 3.9512 0.4313  -0.0289
C27 -1.5656 -0.9176 3.0752  0.8202
C28 0.7364 2.5297 0.4992  1.1889
C29 -0.2799 6.0765 0.4688  0.5757
C30 3.9113 0.4891 -4.3134  -0.9776
C31 -0.1615 -0.7038 3.1535  -0.2593
H1 -1.3135 4.2751 0.9650  0.7929
H2 -3.3235 -4.7419 -3.1339  0.3255
H3 -2.1190 0.2929 -4.8097  0.3803
H4 1.5107 -2.5547 -3.9561  0.2241
H5 -1.8694 -1.2041 5.1924  0.4866
H6 2.8502 -4.4471 -3.0455  0.4556
H7 -0.8307 -2.4696 -5.1224  0.2096
H8 -0.6314 8.9355 1.1723  0.2800
H9 2.8602 3.9440 -0.0974  0.5906
H10 0.4068 -3.8019 -3.3101  0.2953
H11 3.5986 -1.7169 1.2766  0.6458
H12 -0.1291 -0.9430 -5.6839  0.2442
H13 -1.6073 -1.5689 -6.4177  0.4727
H14 -1.6536 -5.3290 -3.2306  0.3323
H15 -1.0545 8.7590 -0.5593  0.2774
H16 4.0443 -1.1711 -0.7305  0.4804
H17 2.0053 -2.5356 1.3396  0.2382
H18 3.0669 -3.0215 -2.0324  0.2284
H19 -3.3601 2.7574 -2.3999  0.4896
H20 4.8485 -0.7702 -2.8645  0.5623
H21 2.5514 0.3564 2.2153  0.1468
H22 2.2852 -1.0300 3.3181  0.7300
H23 4.7309 0.4212 -5.0126  0.4912
H24 0.2961 -0.8223 4.1354  0.4858
H25 -2.8205 -3.7322 -0.8810  0.2582
H26 -5.2826 -1.9565 2.7492  0.4818
H27 -4.2313 -1.8292 4.9746  0.4641
H28 3.0359 6.4261 -0.3079  0.4862
H29 0.8711 1.9634 -3.9645  0.4744
H30 2.0066 -4.3379 -1.5051  0.3129
H31 -2.7318 -5.9295 -1.9724  0.4361
H32 -2.8296 -1.2501 -4.2737  0.3470
H33 -3.9710 -1.4712 0.7173  0.5099
H34 2.7705 1.8177 -5.5404  0.5250
H35 -1.1075 -4.1846 -1.0967  0.2743
H36 -2.8664 3.3864 -0.7751  0.4099

Output
total charge	+3

=====

Record 5
ORCA calculation (wB97M-V/def2-TZVPD) on C10H20Cl10 as an isolated structure.

Each line ends with the natural charge from an NBO analysis.
Cartesian coordinates (Å):
Cl1 -11.4609 12.0359 13.6993  -0.0543
Cl2 -7.3257 10.1098 15.9608  -0.0572
Cl3 -10.7679 8.8631 12.7989  -0.0076
Cl4 -5.6457 5.3049 12.2276  0.0112
Cl5 -7.5419 8.7676 13.4888  -0.0440
Cl6 -7.8505 4.3352 15.4124  -0.0699
Cl7 -5.8003 11.7835 12.2983  -0.0725
Cl8 -8.8337 1.4629 13.4357  -0.0672
Cl9 -4.2827 4.8854 8.1656  -0.0150
Cl10 -9.4934 5.4858 11.6605  -0.0492
C1 -10.5657 9.6020 14.3795  -0.4146
C2 -10.1661 11.0114 14.3832  -0.4006
C3 -8.1992 7.9237 12.1089  -0.4235
C4 -7.4288 2.5609 13.2957  -0.3858
C5 -4.6895 4.5488 9.8263  -0.4159
C6 -7.7272 4.0612 13.6475  -0.4002
C7 -8.2683 6.4126 12.5405  -0.4242
C8 -7.0176 11.1995 13.4856  -0.4023
C9 -5.2373 5.7601 10.5729  -0.3834
C10 -6.1991 10.5677 14.6688  -0.4150
H1 -11.4812 9.5997 14.9711  0.2269
H2 -9.8894 8.9519 14.9346  0.2431
H3 -7.1699 2.3483 12.2585  0.2229
H4 -8.6108 6.4122 13.5753  0.2250
H5 -7.6188 12.0347 13.8451  0.2117
H6 -7.5508 8.1253 11.2562  0.2075
H7 -9.9355 11.3498 15.3934  0.2369
H8 -5.3955 3.7207 9.8899  0.2224
H9 -5.4220 11.2381 15.0357  0.2410
H10 -9.1967 11.1608 13.9078  0.2180
H11 -3.8125 4.1288 10.3189  0.2248
H12 -6.2386 6.0407 10.2463  0.2232
H13 -5.7254 9.6253 14.3938  0.2369
H14 -6.8660 4.6333 13.3024  0.1803
H15 -8.5437 4.5093 13.0812  0.2333
H16 -9.2058 8.3227 11.9839  0.2360
H17 -7.6735 10.5195 12.9421  0.2408
H18 -4.5738 6.6246 10.5915  0.2338
H19 -7.3144 5.8936 12.4470  0.2056
H20 -6.6177 2.2002 13.9282  0.2208

Output
total charge	0

=====

Record 6
ORCA calculation (wB97M-V/def2-TZVPD) on an isolated molecule of C3H8N2.

Each line ends with the natural charge from an NBO analysis.
Cartesian coordinates (Å):
N1 -1.2773 -1.0793 1.1955  -0.8183
N2 -0.5658 1.1228 0.8371  -0.8286
C1 0.4111 -0.6537 -0.4661  -0.3863
C2 1.1542 0.2791 -1.3382  -0.6303
C3 -0.4296 -0.2158 0.4987  0.3521
H1 -0.9209 -2.0218 1.2653  0.3818
H2 -1.5269 1.4283 0.7441  0.3723
H3 1.8143 -0.2469 -2.0237  0.2280
H4 0.7349 -1.6829 -0.4328  0.1960
H5 -1.5861 -0.7173 2.0872  0.3718
H6 1.6554 1.1048 -0.6589  0.1786
H7 0.4900 0.9429 -1.8922  0.2004
H8 0.0466 1.7400 0.1841  0.3826

Output
SMILES string	CC=C(N)N
total charge	0

=====

Results for relative energy (zero: lowest compared OMol25 entry of this formula, charge and spin): 48.0 105.4 62.6 61.1 126.2 37.8 (in kcal per mole, following the order of the records).
Results for HOMO energy: -10.89 -2.15 -9.51 -15.11 -10.01 -7.43 (in eV, following the order of the records).